Entry 1:
Density functional theory data (wB97M-V/def2-TZVPD) for a structure of composition C27H23BrCsN5O4S in a non-equilibrium geometry.

Geometry as XYZ:
```
62
Properties=species:S:1:pos:R:3
Cs 2.606 -0.919 -2.864
Br 1.608 1.342 -5.822
S 4.733 -3.404 -2.937
O 4.952 -2.193 -2.127
O -7.418 0.274 7.079
O 3.308 -3.535 -3.290
O 5.629 -3.532 -4.064
N 3.935 1.719 -4.405
N -3.061 1.012 2.299
N 0.498 -1.884 -0.710
N 0.281 0.757 -1.322
N -2.895 -1.150 2.770
C 4.180 2.136 -6.745
C 0.622 -3.163 -0.416
C 3.449 1.790 -5.623
C -7.914 1.518 7.539
C -0.360 -1.140 0.008
C 7.560 2.495 -5.056
C -0.095 -3.796 0.605
C 5.236 1.966 -4.252
C 6.093 2.294 -5.296
C -6.009 -0.956 5.685
C 5.529 2.390 -6.564
C 5.086 -4.769 -1.858
C -0.480 0.277 -0.326
C -5.050 -1.043 4.703
C -1.451 2.461 0.031
C -1.375 1.109 0.386
C -6.474 0.292 6.108
C -3.507 -0.029 3.074
C -1.131 -1.694 1.049
C -4.524 0.112 4.113
C -2.033 -0.833 1.752
C -0.667 2.929 -0.995
C -0.984 -3.055 1.343
C 0.186 2.031 -1.643
C -5.959 1.447 5.535
C -4.989 1.345 4.546
C -2.136 0.497 1.425
H -2.119 3.133 0.556
H 6.130 -4.714 -1.557
H -4.594 2.267 4.133
H 4.901 -5.695 -2.399
H -6.293 2.426 5.847
H 5.617 1.882 -3.240
H -1.570 -3.491 2.141
H -8.651 1.281 8.301
H 0.819 2.371 -2.457
H -4.690 -2.008 4.374
H -8.396 2.077 6.733
H -6.424 -1.842 6.147
H 4.443 -4.713 -0.982
H 1.323 -3.726 -1.027
H 0.057 -4.849 0.794
H 7.741 3.013 -4.114
H -7.120 2.124 7.981
H 6.146 2.652 -7.415
H -0.697 3.965 -1.303
H 3.713 2.189 -7.717
H 8.074 1.533 -5.005
H 8.016 3.075 -5.857
H -3.405 1.954 2.330
```

Properties
Gap between HOMO and LUMO, eV: 7.92
Relative energy (zero: lowest compared OMol25 entry of this formula, charge and spin), kJ/mol: 6.2
Total charge: 0
E_tot, eV: -125441.4340
Spin multiplicity: 1
HOMO, Eh: -0.2927

---

Entry 2:
Density functional theory data (wB97M-V/def2-TZVPD) for a structure of composition C27H23F3IN2O5PRhS in a non-equilibrium geometry.

Geometry as XYZ:
```
64
Properties=species:S:1:pos:R:3
I 0.713 -1.269 -1.838
Rh 0.626 0.066 0.513
S 2.402 -0.877 2.524
P 1.095 2.037 -0.831
F 3.278 1.171 4.001
F 1.544 0.170 4.807
F 1.336 1.440 3.066
O -1.369 2.039 2.080
O 2.721 -0.168 1.260
O -0.820 -2.737 0.216
O 3.424 -1.687 3.076
O 1.044 -1.402 2.451
N -1.116 -1.705 0.806
N -1.142 0.734 1.757
C -2.866 4.227 -1.644
C -2.696 -2.585 2.422
C 2.940 3.804 -3.939
C 2.563 4.506 2.070
C 1.892 2.141 -2.490
C -2.043 -0.077 2.181
C 3.572 2.759 0.160
C -0.449 2.965 -1.095
C 2.641 -0.715 -5.599
C 1.738 -0.249 -3.409
C 3.916 4.206 2.047
C -3.146 0.385 3.071
C 2.203 3.026 0.204
C 3.140 2.859 -4.898
C -1.726 4.980 -1.401
C 4.420 3.338 1.087
C -0.518 4.356 -1.131
C -2.803 2.842 -1.605
C 2.156 0.548 3.695
C 1.703 3.902 1.166
C 2.088 1.126 -3.476
C 2.317 3.430 -2.745
C -1.930 -1.475 1.768
C 2.731 1.524 -4.699
C 2.016 -1.133 -4.419
C -1.601 2.214 -1.323
C 2.982 0.596 -5.734
H -1.775 6.061 -1.425
H -3.955 -0.337 3.132
H 3.968 2.094 -0.598
H 2.171 5.204 2.799
H 3.259 4.826 -4.087
H 5.476 3.105 1.070
H 2.842 -1.434 -6.381
H 2.181 4.190 -1.988
H -3.803 4.720 -1.862
H -3.751 -2.545 2.147
H 1.741 -2.174 -4.308
H -2.292 -3.541 2.100
H -3.527 1.343 2.723
H 0.362 4.956 -0.937
H 3.624 3.114 -5.832
H 3.458 0.948 -6.641
H 0.644 4.138 1.190
H -0.494 2.441 2.138
H -2.606 -2.513 3.505
H -1.554 1.131 -1.280
H -3.691 2.252 -1.793
H -2.742 0.549 4.073
H 4.578 4.642 2.783
```

Properties
Gap between HOMO and LUMO (alpha / beta), eV: 7.67 / 5.96
⟨S²⟩: 6.028
Relative energy (zero: lowest compared OMol25 entry of this formula, charge and spin), kJ/mol: 0.0
Total charge: +1
E_tot, eV: -80964.7857
Spin multiplicity: 5
HOMO (alpha / beta), Eh: -0.3949 / -0.4166

---

Entry 3:
Density functional theory data (wB97M-V/def2-TZVPD) for a structure of composition C27H23FeNO5 in a non-equilibrium geometry.

Geometry as XYZ:
```
57
Properties=species:S:1:pos:R:3
Fe 0.697 3.458 -2.824
O -1.430 -1.147 -1.910
O 0.778 5.393 -5.090
O 1.999 5.410 -0.988
O -2.685 -0.025 -0.324
O 3.297 2.287 -3.666
N 0.284 -2.005 0.182
C -0.779 -1.290 0.235
C 4.311 -4.921 0.726
C 1.517 4.665 -1.706
C 1.004 -2.292 1.266
C 1.173 -1.943 3.728
C -0.194 2.866 -0.541
C -1.633 -0.839 -0.754
C 3.511 -4.518 -0.342
C -0.675 2.018 -3.561
C 0.569 -1.619 2.508
C -1.005 3.882 -1.016
C -0.516 -0.681 2.518
C 0.394 1.848 -1.289
C -1.387 4.097 -2.338
C 2.296 2.735 -3.340
C 0.583 -1.480 4.913
C 2.437 -3.663 -0.127
C 2.948 -3.597 2.231
C 0.112 1.404 -2.587
C 0.751 4.649 -4.220
C -0.601 -0.752 4.895
C -1.338 3.239 -3.445
C 4.016 -4.454 2.015
C -3.985 -0.700 -0.386
C -5.070 0.317 -0.129
C -1.194 -0.393 3.669
C 2.127 -3.188 1.159
H -0.696 1.531 -4.560
H -1.072 -0.438 5.824
H -4.871 0.869 0.792
H -1.892 5.073 -2.514
H 1.822 -3.340 -0.956
H 3.720 -4.885 -1.337
H 5.139 -5.597 0.563
H -1.873 3.585 -4.350
H 2.071 -2.578 3.771
H -2.126 0.181 3.716
H -1.003 0.024 1.585
H 0.102 2.928 0.526
H -1.242 -0.970 1.397
H 1.060 -1.727 5.854
H -6.057 -0.150 -0.032
H 4.629 -4.786 2.849
H 2.725 -3.205 3.219
H -4.056 -1.170 -1.366
H 0.554 0.430 -2.870
H -3.966 -1.478 0.379
H -5.115 1.045 -0.943
H -1.281 4.670 -0.287
H 1.119 1.224 -0.722
```

Properties
Gap between HOMO and LUMO (alpha / beta), eV: 5.43 / 6.62
⟨S²⟩: 6.234
Total charge: 0
E_tot, eV: -74476.0738
Spin multiplicity: 5
HOMO (alpha / beta), Eh: -0.2098 / -0.2872

---

Entry 4:
Density functional theory data (wB97M-V/def2-TZVPD) for a structure of composition C27H23MnN4O5S.

Geometry as XYZ:
```
61
Properties=species:S:1:pos:R:3
Mn -1.711 0.351 0.681
S 0.810 2.364 0.244
O -3.288 1.500 0.221
O 1.113 3.770 0.054
O -3.942 3.442 -0.667
O -3.841 -0.792 1.369
O 1.416 1.704 1.380
N -0.194 -0.869 1.038
N -0.727 2.069 0.188
N -1.840 -0.878 -0.966
N -1.483 0.652 2.714
C 1.531 1.520 -1.162
C 0.738 0.889 -2.105
C -0.484 -2.372 -2.291
C 3.325 -0.747 -4.345
C 2.913 1.453 -1.270
C -1.600 3.082 -0.396
C 0.338 -0.845 2.289
C 1.808 -1.356 4.164
C -1.725 1.841 4.764
C 1.451 -2.231 -0.262
C 1.387 -1.572 2.838
C -1.493 -2.341 -3.281
C -0.624 1.215 5.278
C 2.705 0.071 -3.245
C 1.685 -2.940 -1.455
C 0.237 -1.594 -0.028
C 0.750 -3.052 -2.447
C -2.625 -1.597 -3.093
C -3.072 2.675 -0.282
C -0.356 0.049 3.191
C 1.323 0.171 -3.138
C 1.214 -0.441 4.987
C 3.490 0.732 -2.303
C -2.134 1.518 3.459
C -2.757 -0.854 -1.905
C -0.717 -1.634 -1.120
C 0.092 0.276 4.503
H -1.400 3.269 -1.459
H 0.692 -0.338 -3.859
H 3.528 1.945 -0.528
H -3.610 -0.211 -1.723
H 0.945 -3.612 -3.352
H -1.492 4.047 0.104
H 3.059 -0.354 -5.329
H 1.904 -2.320 2.262
H -3.002 1.982 3.005
H -2.282 2.571 5.335
H -3.688 -0.592 2.299
H 2.263 -2.135 0.440
H 1.574 -0.262 5.992
H 4.570 0.665 -2.372
H 2.653 -3.410 -1.585
H -0.284 1.431 6.284
H 2.649 -1.933 4.530
H -4.094 0.069 0.975
H -0.339 0.951 -2.014
H -1.347 -2.903 -4.196
H 4.412 -0.753 -4.269
H 2.977 -1.781 -4.301
H -3.404 -1.552 -3.842
```

Properties
Gap between HOMO and LUMO (alpha / beta), eV: 6.46 / 5.86
⟨S²⟩: 1.154
Relative energy (zero: lowest compared OMol25 entry of this formula, charge and spin), kJ/mol: 19.8
Total charge: -1
E_tot, eV: -86730.0900
Spin multiplicity: 2
HOMO (alpha / beta), Eh: -0.1469 / -0.1292

---

Entry 5:
Density functional theory data (wB97M-V/def2-TZVPD) for a structure of composition C27H24AsCl3GePRhS3 in a non-equilibrium geometry.

Geometry as XYZ:
```
61
Properties=species:S:1:pos:R:3
Rh 3.458 -0.071 -0.707
As -3.308 0.239 0.156
Ge 4.526 -1.680 0.699
Cl 4.209 -0.982 -2.622
Cl 3.941 -2.825 2.369
Cl 6.234 -2.682 -0.027
S 3.456 2.084 0.291
S 5.987 0.857 -0.400
S 6.067 3.244 1.107
P 1.205 -0.549 -0.245
C -2.147 2.959 0.420
C 1.255 -4.946 1.039
C 1.169 0.387 -4.714
C -3.430 2.507 -1.565
C 1.161 -2.294 0.196
C -3.432 1.314 4.235
C 5.157 2.105 0.352
C -1.887 4.244 -0.041
C 1.812 -4.586 -0.184
C 0.818 -1.258 -2.985
C -3.560 1.332 2.850
C -1.551 -0.514 -0.356
C -2.918 2.078 -0.344
C -2.357 -0.828 4.114
C -2.487 -0.811 2.729
C -3.167 3.793 -2.027
C -3.059 0.284 2.084
C -2.822 0.240 4.868
C 0.634 -2.654 1.435
C 0.856 -0.916 -4.321
C 1.784 -3.262 -0.600
C 1.110 -0.292 -2.021
C -0.383 0.207 0.295
C 0.677 -3.979 1.851
C 1.415 1.021 -2.416
C -2.396 4.661 -1.265
C 1.432 1.358 -3.767
H 1.195 0.639 -5.766
H -3.821 2.137 4.821
H 1.618 1.784 -1.674
H 0.560 -2.267 -2.696
H 1.286 -5.980 1.363
H -1.906 -1.684 4.606
H 1.654 2.373 -4.069
H 2.253 -2.987 -1.537
H -2.728 0.225 5.947
H -2.156 -1.668 2.151
H -1.290 4.923 0.558
H 2.272 -5.337 -0.815
H 0.267 -4.251 2.816
H -1.572 -1.578 -0.123
H -1.514 -0.421 -1.440
H -0.444 0.196 1.383
H 0.191 -1.905 2.085
H -1.753 2.646 1.379
H -4.053 2.167 2.369
H -2.203 5.667 -1.618
H -4.046 1.838 -2.154
H -0.341 1.248 -0.025
H 0.643 -1.670 -5.069
H -3.576 4.120 -2.975
```

Properties
Gap between HOMO and LUMO (alpha / beta), eV: 5.53 / 4.86
⟨S²⟩: 0.787
Relative energy (zero: lowest compared OMol25 entry of this formula, charge and spin), kJ/mol: 121.0
Total charge: +1
E_tot, eV: -228108.2100
Spin multiplicity: 2
HOMO (alpha / beta), Eh: -0.3991 / -0.3999

---

Entry 6:
Density functional theory data (wB97M-V/def2-TZVPD) for a structure of composition C27H24BaClN4O4S2 in a non-equilibrium geometry.

Geometry as XYZ:
```
63
Properties=species:S:1:pos:R:3
Ba 0.389 -1.072 -2.445
Cl -2.338 -3.701 3.397
S -2.303 0.128 -3.416
S 2.907 -1.946 -0.791
O -2.581 -6.533 -0.282
O -0.641 -3.202 -2.484
O -1.536 -5.236 -2.213
O -2.880 -6.268 1.893
N 2.687 1.056 -1.575
N -1.488 -2.351 1.257
N -1.184 -2.462 -0.047
N -0.279 2.023 -1.965
C 3.460 1.834 0.639
C 0.287 0.645 2.437
C -0.528 2.847 -3.155
C -1.520 1.784 -1.271
C -1.212 -4.108 -1.821
C 4.093 0.288 2.347
C 0.008 -0.543 1.777
C 3.751 -0.754 1.503
C 3.266 -0.549 0.202
C -2.214 -0.542 2.731
C -2.518 -5.824 0.828
C -3.908 1.309 0.088
C -2.982 2.191 0.622
C -1.238 -1.124 1.938
C 3.803 0.814 -2.497
C 0.792 2.604 -1.159
C -2.471 0.912 -1.850
C -0.668 1.222 3.259
C -1.974 -3.515 1.745
C 3.120 0.792 -0.222
C -1.915 0.629 3.406
C -1.494 -3.700 -0.389
C -3.648 0.687 -1.119
C 2.150 2.391 -1.810
C 3.948 1.598 1.916
C -1.798 2.419 -0.061
C -2.021 -4.424 0.708
H 0.630 3.684 -1.009
H -1.078 3.106 0.363
H -3.166 2.689 1.565
H 1.263 1.094 2.316
H -0.444 2.142 3.783
H 2.053 2.503 -2.890
H 2.856 3.178 -1.507
H -3.190 -1.001 2.806
H 4.594 1.566 -2.365
H 3.853 -1.779 1.837
H 4.203 2.428 2.562
H -4.833 1.097 0.612
H -0.768 3.880 -2.861
H 4.208 -0.180 -2.326
H -2.667 1.094 4.030
H 4.457 0.072 3.344
H 0.790 2.139 -0.171
H 0.753 -1.033 1.160
H -2.256 -6.017 -1.091
H -4.369 -0.003 -1.541
H 0.345 2.868 -3.808
H -1.354 2.420 -3.718
H 3.351 2.860 0.317
H 3.445 0.875 -3.529
```

Properties
Gap between HOMO and LUMO, eV: 6.48
Relative energy (zero: lowest compared OMol25 entry of this formula, charge and spin), kJ/mol: 9.9
Total charge: -1
E_tot, eV: -77432.2368
Spin multiplicity: 1
HOMO, Eh: -0.1690

---

Entry 7:
Density functional theory data (wB97M-V/def2-TZVPD) for a structure of composition C27H24BrInN8S in a non-equilibrium geometry.

Geometry as XYZ:
```
62
Properties=species:S:1:pos:R:3
In 10.876 11.300 12.295
Br 6.333 16.179 11.403
S 13.725 10.499 12.135
N 16.157 11.640 11.804
N 10.905 10.926 14.637
N 10.390 11.145 9.906
N 9.364 9.077 14.719
N 8.472 9.775 10.046
N 9.330 9.774 12.346
N 9.583 13.100 12.444
N 14.807 12.843 13.058
C 9.986 14.284 11.928
C 11.019 12.002 7.748
C 5.614 6.986 11.824
C 9.240 10.673 9.382
C 9.819 11.492 7.188
C 9.108 15.278 11.656
C 11.273 11.769 9.079
C 16.760 10.310 11.366
C 7.616 8.417 13.153
C 10.335 9.833 15.264
C 17.040 12.594 12.466
C 5.752 6.817 13.202
C 7.748 15.002 11.843
C 8.307 12.977 12.830
C 8.470 9.436 11.256
C 6.468 7.819 11.076
C 11.687 11.725 15.319
C 7.321 13.883 12.501
C 10.606 9.590 16.629
C 11.901 11.609 16.678
C 7.494 8.490 11.756
C 14.871 11.727 12.306
C 8.878 10.921 8.015
C 6.791 7.513 13.867
C 16.045 13.561 13.098
C 11.397 10.489 17.333
C 8.815 9.191 13.512
H 8.143 12.072 13.420
H 5.195 6.163 13.773
H 10.987 14.325 11.572
H 15.872 14.425 12.464
H 6.276 13.721 12.766
H 11.534 10.506 18.416
H 6.919 7.506 14.927
H 13.934 13.226 13.409
H 11.689 12.667 7.173
H 4.813 6.473 11.346
H 17.583 12.110 13.302
H 9.349 16.204 11.092
H 12.371 12.415 17.223
H 7.935 10.480 7.671
H 9.638 11.734 6.159
H 16.494 9.530 12.101
H 17.809 10.426 11.263
H 6.411 7.954 10.010
H 12.118 12.562 14.790
H 16.386 13.894 14.057
H 10.218 8.694 17.085
H 17.735 13.101 11.778
H 16.283 10.009 10.445
H 12.219 11.971 9.549
```

Properties
Gap between HOMO and LUMO, eV: 5.97
Total charge: +2
E_tot, eV: -126347.6323
Spin multiplicity: 1
HOMO, Eh: -0.4839